Entry 1:
Density functional theory data (ωB97M-V with the def2-TZVPD basis set) for a molecular structure, C9H9MnO6 in a non-equilibrium geometry.

Each line ends with the Löwdin charge.
Element x y z (Å)
O (-0.05895, 4.42017, -4.77602)  0.03
C (-0.04832, 3.37117, -4.32513)  -0.02
Mn (0.03433, -0.32464, -1.22823)  0.60
O (0.05640, 1.56308, 1.07155)  0.24
C (0.04268, 0.97872, 0.09367)  -0.29
C (0.11853, -3.47194, 0.16069)  0.06
O (0.01030, -4.53515, -0.25314)  0.12
C (1.67702, -0.37248, -0.54560)  -0.13
O (2.76089, -0.22507, -0.17264)  0.23
C (-1.56174, -0.44054, -0.45886)  -0.13
O (-2.62451, -0.34324, 0.00585)  0.22
H (0.02042, 1.25959, -1.45951)  0.18
C (-0.53490, -1.15170, 4.40222)  -0.09
C (0.86825, -1.78472, 4.18187)  -0.09
C (1.16683, -1.54096, 2.69171)  -0.10
O (-0.08104, -1.25136, 2.04400)  -0.01
C (-1.15951, -1.07413, 2.99782)  -0.06
H (-1.16265, -1.74389, 5.08014)  0.14
H (-0.43098, -0.11901, 4.77532)  0.14
H (0.83470, -2.86510, 4.36777)  0.14
H (1.62678, -1.31031, 4.80778)  0.14
H (1.82373, -0.66563, 2.55554)  0.18
H (1.63172, -2.40072, 2.19368)  0.15
H (-1.88750, -1.88906, 2.82260)  0.19
H (-1.64298, -0.10359, 2.77732)  0.17

The calculation puts the LUMO energy (spin up / spin down) at -9.413 / -12.421 eV. Its expectation value of S² is 6.09. The highest occupied orbital energy (spin up / spin down) is -0.643 / -0.658 Eh. The value obtained for the gap between HOMO and LUMO (spin up / spin down) is 8.1 / 5.5 eV. Its total energy is -1949.8654 Eh. Its net charge is +2. The value obtained for the max |F| is 8.67 eV/Å. As for the spin multiplicity: 5.


Entry 2:
Density functional theory data (ωB97M-V with the def2-TZVPD basis set) for 2 unconnected molecules or ions with the total composition C9H9N3O2 in a non-equilibrium geometry.

Each line ends with the Löwdin charge.
Element x y z (Å)
C (3.68987, -0.05114, -0.69743)  -0.15
C (2.88258, 1.08677, -0.59975)  -0.04
C (1.77059, 0.98241, 0.19489)  -0.10
C (1.56454, -0.20111, 0.88255)  -0.13
C (2.41159, -1.29256, 0.70039)  -0.10
C (-1.32343, -1.06538, -0.25106)  -0.46
C (-0.88767, 0.25753, 0.18642)  -0.06
C (-1.77765, 1.22168, 0.24685)  -0.07
C (-3.66048, -0.29803, -0.21114)  -0.45
H (4.60466, 0.01958, -1.28574)  0.11
H (2.97054, 1.97928, -1.16108)  0.10
H (1.04299, 1.78749, 0.26662)  0.12
H (0.63186, -0.27049, 1.46161)  0.12
H (2.20260, -2.22246, 1.16022)  0.11
H (-3.05270, -2.26453, -0.56041)  0.19
H (0.24338, 0.17203, 0.12390)  0.04
H (-1.56505, 2.31812, 0.32657)  0.14
H (-3.85356, 1.74339, 0.04300)  0.19
N (3.46039, -1.18238, -0.09642)  0.07
N (-2.69953, -1.29695, -0.36499)  0.20
N (-3.11676, 0.97922, -0.07132)  0.08
O (-0.62809, -2.03413, -0.28904)  0.10
O (-4.91068, -0.36835, -0.00464)  0.01

The calculation puts the LUMO energy at 0.431 eV. The highest occupied orbital energy is -0.345 Eh. The value obtained for the gap between HOMO and LUMO is 9.8 eV. Its total energy is -663.0431 Eh. Its net charge is 0. The value obtained for the max |F| is 4.11 eV/Å. As for the SMILES: O=c1cc[nH]c(=O)[nH]1.c1ccncc1.


Entry 3:
Density functional theory data (ωB97M-V with the def2-TZVPD basis set) for a molecular structure, C9H9N3S5SbSe2TcTe2 in a non-equilibrium geometry.

Each line ends with the Löwdin charge.
Element x y z (Å)
Tc (-1.95585, 1.12953, -0.61438)  0.20
S (-1.51623, -2.28049, 3.01420)  -0.31
Sb (-3.18705, -0.76203, 2.66775)  0.29
S (-0.88128, 1.74586, 1.32149)  -0.09
S (-3.18976, -0.65757, 0.18057)  -0.16
S (-2.00940, 1.51208, 2.97045)  -0.20
Se (-0.72406, 2.64577, -2.05960)  -0.21
Te (-1.61281, 5.01274, -2.03165)  0.09
Te (-3.06139, 4.78039, 0.26524)  0.11
Se (-3.87553, 2.45898, -0.17702)  -0.21
C (3.81155, 1.61373, 0.76475)  -0.05
N (2.75343, 0.63707, 0.80562)  -0.13
C (2.25313, 0.03338, 1.94923)  -0.06
C (1.23628, -0.76027, 1.59160)  -0.10
N (1.07657, -0.61697, 0.21662)  -0.02
C (2.05236, 0.22843, -0.28651)  -0.77
S (2.44585, 0.51874, -1.87820)  0.57
C (0.09274, -1.23105, -0.57344)  -0.32
C (-0.08659, -2.60224, -0.50441)  0.01
C (-0.92957, -3.20269, -1.42108)  -0.04
C (-1.52156, -2.43123, -2.40701)  -0.07
C (-1.35466, -1.06378, -2.35118)  -0.20
N (-0.61664, -0.45837, -1.41213)  -0.09
H (4.70338, 1.23097, 1.26244)  0.09
H (3.49632, 2.54023, 1.24726)  0.10
H (4.03691, 1.81191, -0.27988)  0.04
H (2.67313, 0.23768, 2.91761)  0.12
H (0.55375, -1.35749, 2.17774)  -0.01
H (0.42369, -3.17113, 0.25867)  0.12
H (-1.10034, -4.26982, -1.37617)  0.11
H (-2.14571, -2.86603, -3.17425)  0.11
H (-1.84064, -0.40633, -3.06435)  0.11

The calculation puts the LUMO energy (spin up / spin down) at 1.574 / 1.282 eV. Its expectation value of S² is 3.81. The highest occupied orbital energy (spin up / spin down) is -0.158 / -0.165 Eh. The value obtained for the gap between HOMO and LUMO (spin up / spin down) is 5.9 / 5.8 eV. Its total energy is -8163.7383 Eh. Its net charge is -1. The value obtained for the max |F| is 1.58 eV/Å. As for the spin multiplicity: 4.